Formula: C25H43N2NiO12S2Sb
Source: the Open Molecules 2025 dataset
Level of theory: the ωB97M-V functional and the def2-TZVPD basis

As for the relative energy (zero: lowest compared OMol25 entry of this formula, charge and spin): 1.25 kcal per mole. The net charge is -2. The gap between HOMO and LUMO (spin up / spin down) is 6.4 / 6.2 eV. Its spin multiplicity is 3. As for the total energy: -123419.151 eV. The HOMO energy (spin up / spin down) comes out at -2.460 / -2.313 eV.

Structure (XYZ):
```
86
Properties=species:S:1:pos:R:3:mulliken_spin:R:1
Ni -0.81130 -1.56637 1.21955 0.97
O -2.09548 2.06492 -0.02894 0.00
C -2.15342 0.97546 0.57087 0.00
O -1.09962 0.31998 0.85118 0.06
C -3.54547 0.46533 1.01546 -0.01
C -4.57075 1.35991 1.07927 0.00
C -5.91217 1.04946 1.45163 0.00
C -6.24821 -0.26793 1.58041 0.00
C -5.24176 -1.24733 1.52531 0.00
C -3.78309 -0.95330 1.32484 0.00
O -2.90218 -1.84394 1.35620 0.01
N -5.74250 -2.63473 1.54343 0.00
O -6.81905 -2.82421 0.92916 0.00
O -5.15227 -3.46143 2.20025 0.00
N -6.89358 2.06831 1.55341 0.00
O -8.05995 1.77348 1.88420 0.00
O -6.54957 3.20606 1.31413 0.00
H -4.33054 2.38006 0.90892 0.00
H -7.32664 -0.52465 1.69635 0.00
O 2.20079 -3.10699 1.75185 -0.01
S 0.95588 -4.16531 2.18267 0.00
O 2.12047 -1.84515 4.81221 0.00
O -0.33241 -3.53263 1.60449 0.00
O 0.98963 -4.04824 3.63497 0.00
C -3.47050 1.51835 -3.06597 0.00
C -1.97317 1.48523 -2.87665 0.01
C -1.26173 0.14143 -3.13914 -0.01
S -2.22800 -1.25151 -2.56808 -0.01
O -3.19185 -1.50665 -3.64423 0.00
C -0.90772 -2.58953 -2.57440 -0.02
C -0.58761 -3.24512 -3.93404 0.00
C 0.32604 -2.37524 -4.77317 0.00
H -3.85879 2.48118 -2.78418 0.00
H -4.03194 0.83953 -2.42606 0.00
H -3.80291 1.20549 -4.05950 0.00
H -1.79807 1.89240 -1.89797 0.00
H -1.53602 2.26924 -3.51990 0.00
H -0.30192 0.16688 -2.64278 0.01
H -1.16260 -0.06329 -4.22308 0.00
H -1.29778 -3.31017 -1.87800 0.00
H -0.02742 -2.21160 -2.06793 0.01
H -1.57868 -3.39285 -4.42029 0.00
H -0.08573 -4.22024 -3.75399 0.00
H -0.19613 -1.63822 -5.37385 0.00
H 0.89291 -2.92738 -5.53924 0.00
H 1.07953 -1.85905 -4.16428 0.00
C 4.82622 -1.61059 1.23286 0.00
C 3.77190 -1.13483 0.17701 0.03
C 4.10470 0.24084 -0.45930 0.03
C 3.59845 -2.13918 -0.92307 0.00
Sb 1.82753 -1.25725 1.11479 -0.10
C 2.16808 -0.07580 2.92307 0.01
C 3.08088 1.15031 2.63235 -0.08
C 0.83101 0.53231 3.45572 0.00
C 2.84953 -0.91873 4.02349 0.00
C 2.37973 3.52443 -0.40106 0.69
C 2.48434 3.19079 -1.83269 0.06
C 2.97536 4.84848 -0.00205 -0.02
C 1.15107 3.12889 0.29568 0.10
H 5.81591 -1.68681 0.78307 0.00
H 4.62705 -2.61480 1.55950 0.00
H 4.88354 -0.96454 2.09422 0.00
H 5.07202 0.06609 -0.95590 0.00
H 4.30470 1.07297 0.19268 0.02
H 3.37937 0.52355 -1.20123 -0.03
H 4.49638 -2.19285 -1.51920 0.00
H 2.76638 -1.84384 -1.60714 0.00
H 3.25752 -3.10698 -0.57831 0.00
H 2.60758 1.76619 1.92664 0.09
H 4.04187 0.81402 2.25949 0.00
H 3.18282 1.76930 3.52124 0.00
H 0.48331 1.22524 2.70930 0.00
H 1.16845 1.07341 4.40873 0.00
H 0.05910 -0.21075 3.67801 0.01
H 3.77599 -1.40719 3.68969 0.00
H 1.75420 -2.60942 4.31576 0.00
H 3.19642 -0.11814 4.71538 0.00
H 3.51464 3.39887 -2.17734 0.01
H 1.75390 3.76562 -2.43075 0.02
H 2.30364 2.10531 -1.94163 0.00
H 4.01096 4.88200 -0.31526 0.02
H 2.91783 4.98818 1.06172 0.00
H 2.51139 5.70842 -0.49794 0.02
H 0.82521 2.09740 0.07296 0.00
H 0.23480 3.69925 0.00788 0.05
H 1.30950 3.27016 1.35656 0.03
```